1.
Computed, not measured: a single C5H8O molecule in a non-equilibrium geometry, with the ωB97M-V functional and the def2-TZVPD basis.

The geometry in ORCA input format:
```
! wB97M-V def2-TZVPD RIJCOSX def2/J DEFGRID3
* xyz 0 1
O 1.157 0.710 1.516
C 0.637 0.103 0.359
C -0.069 -1.249 0.419
C -1.281 -0.617 -0.333
C -0.604 0.770 -0.150
C 0.658 0.778 -0.974
H 1.786 1.396 1.272
H -0.353 -1.450 1.457
H 0.436 -2.126 -0.002
H -2.262 -0.785 0.118
H -1.348 -0.938 -1.384
H -0.647 1.520 0.661
H 1.180 1.724 -1.082
H 0.710 0.163 -1.877
*
```

Computed properties:
Kohn-Sham gap ... 9.612 eV
SMILES ... O[C@@]12CC[C@@H]1C2
Lowest unoccupied orbital energy ... 1.01 eV
Max |F| ... 2.00 eV/Å
Relative energy (zero: lowest compared OMol25 entry of this formula, charge and spin) ... 2.850 eV

=====

2.
Computed, not measured: a single C23H31NO4 molecule, with the ωB97M-V functional and the def2-TZVPD basis.

The geometry in ORCA input format:
```
! wB97M-V def2-TZVPD RIJCOSX def2/J DEFGRID3
* xyz 0 1
C -0.303 -3.664 0.502
O -1.596 -3.788 -0.040
C -2.413 -2.694 -0.010
C -3.699 -2.868 -0.514
C -4.599 -1.821 -0.523
C -4.238 -0.571 -0.032
O -5.072 0.519 0.000
C -6.369 0.381 -0.520
C -2.947 -0.388 0.469
C -2.503 0.946 1.011
N -1.123 1.209 0.644
C -0.492 2.236 1.443
C 1.006 2.234 1.144
C 1.308 2.527 -0.332
C 0.950 3.985 -0.703
O 1.659 4.953 0.034
C 2.812 2.376 -0.650
C 3.539 1.147 -0.110
O 3.018 -0.016 -0.721
C 3.490 -1.235 -0.350
C 2.904 -2.328 -0.993
C 3.299 -3.613 -0.686
C 4.284 -3.833 0.265
C 4.869 -2.753 0.898
C 4.481 -1.457 0.599
C 0.473 1.557 -1.179
C -0.996 1.515 -0.767
C -2.051 -1.446 0.480
H 0.162 -4.641 0.386
H -0.338 -3.405 1.565
H 0.293 -2.917 -0.031
H -3.980 -3.836 -0.896
H -5.587 -1.994 -0.920
H -6.353 0.112 -1.582
H -6.949 -0.364 0.034
H -6.838 1.357 -0.405
H -2.564 0.918 2.105
H -3.189 1.733 0.658
H -0.644 1.994 2.500
H -0.934 3.234 1.264
H 1.363 1.231 1.377
H 1.525 2.940 1.798
H 1.223 4.163 -1.746
H -0.129 4.153 -0.604
H 1.389 4.890 0.957
H 3.328 3.255 -0.255
H 2.926 2.381 -1.736
H 3.445 1.081 0.981
H 4.608 1.243 -0.354
H 2.146 -2.138 -1.736
H 2.838 -4.448 -1.193
H 4.594 -4.839 0.505
H 5.642 -2.913 1.636
H 4.960 -0.633 1.105
H 0.543 1.831 -2.234
H 0.890 0.558 -1.060
H -1.501 0.725 -1.329
H -1.496 2.470 -1.015
H -1.065 -1.250 0.866
*
```

Computed properties:
Kohn-Sham gap ... 8.476 eV
SMILES ... COc1ccc(OC)c(CN2CCC(CO)(CCOc3ccccc3)CC2)c1
Lowest unoccupied orbital energy ... 0.71 eV
Max |F| ... 0.55 eV/Å
Relative energy (zero: lowest compared OMol25 entry of this formula, charge and spin) ... 3.438 eV

=====

3.
Computed, not measured: a molecular structure, CH2I3P in a non-equilibrium geometry, with the ωB97M-V functional and the def2-TZVPD basis.

The geometry in ORCA input format:
```
! wB97M-V def2-TZVPD RIJCOSX def2/J DEFGRID3
* xyz 0 1
C -0.745 -0.871 0.376
P 0.590 0.197 0.067
I -2.034 -0.181 1.999
I 1.005 2.342 -1.023
I -1.760 -0.963 -1.556
H 1.304 -0.660 -1.006
H 1.639 0.137 1.143
*
```

Computed properties:
Kohn-Sham gap (spin up / spin down) ... 7.377 / 7.377 eV
Lowest unoccupied orbital energy (spin up / spin down) ... -0.97 / -0.97 eV
Max |F| ... 4.14 eV/Å
Relative energy (zero: lowest compared OMol25 entry of this formula, charge and spin) ... 1.141 eV

=====

4.
Computed, not measured: 2 unconnected molecules or ions with the total composition C9H19NO2S in a non-equilibrium geometry, with the ωB97M-V functional and the def2-TZVPD basis.

The geometry in ORCA input format:
```
! wB97M-V def2-TZVPD RIJCOSX def2/J DEFGRID3
* xyz 0 1
C -0.971 -1.132 -0.383
C -3.346 -1.309 0.412
C -2.685 0.573 -1.100
C -1.903 0.569 1.195
C 1.731 0.689 1.176
C 3.705 0.440 -0.322
C 1.530 1.288 -1.270
C -2.188 -0.327 -0.006
C 2.189 0.245 -0.198
N 1.772 -1.014 -0.581
O 2.918 -2.630 1.119
O -0.657 -2.122 0.247
S 1.848 -2.388 0.152
H -0.177 -0.738 -1.099
H -4.226 -0.660 0.317
H -3.268 -1.846 1.371
H -3.423 -1.999 -0.407
H -3.588 1.067 -0.726
H -1.801 1.301 -1.248
H -2.900 0.116 -2.094
H -2.842 1.073 1.244
H -1.020 1.194 1.086
H -1.820 -0.111 2.024
H 2.162 -0.057 1.854
H 1.950 1.769 1.430
H 0.613 0.520 1.274
H 4.022 -0.113 0.551
H 4.184 1.361 -0.350
H 3.966 -0.082 -1.256
H 0.549 0.825 -1.473
H 1.549 2.302 -0.836
H 2.126 1.196 -2.103
*
```

Computed properties:
Kohn-Sham gap ... 9.064 eV
Lowest unoccupied orbital energy ... -0.37 eV
Max |F| ... 5.92 eV/Å
Relative energy (zero: lowest compared OMol25 entry of this formula, charge and spin) ... 2.140 eV

=====

5.
Computed, not measured: a single C5H12N2O molecule in a non-equilibrium geometry, with the ωB97M-V functional and the def2-TZVPD basis.

The geometry in ORCA input format:
```
! wB97M-V def2-TZVPD RIJCOSX def2/J DEFGRID3
* xyz 0 1
C 0.443 0.734 -2.372
N -0.564 1.075 -1.340
C -1.336 -0.048 -0.876
C -1.096 -0.524 0.566
N 0.225 -0.253 1.023
C 0.888 -1.392 1.903
C 0.986 0.841 1.244
O 0.567 1.877 0.735
H 0.212 1.308 -3.285
H 1.395 1.161 -2.087
H 0.460 -0.289 -2.660
H -0.328 1.743 -0.608
H -1.290 -0.831 -1.574
H -2.414 0.279 -0.959
H -1.185 -1.730 0.660
H -1.764 -0.204 1.343
H 0.622 -2.358 1.451
H 1.943 -1.074 2.182
H 0.278 -1.235 2.892
H 1.957 0.918 1.763
*
```

Computed properties:
Kohn-Sham gap ... 8.274 eV
SMILES ... CNCCN(C)C=O
Lowest unoccupied orbital energy ... 0.76 eV
Max |F| ... 7.53 eV/Å
Relative energy (zero: lowest compared OMol25 entry of this formula, charge and spin) ... 3.788 eV

=====

6.
Computed, not measured: 2 unconnected molecules or ions with the total composition C2H8N2O2 in a non-equilibrium geometry, with the ωB97M-V functional and the def2-TZVPD basis.

The geometry in ORCA input format:
```
! wB97M-V def2-TZVPD RIJCOSX def2/J DEFGRID3
* xyz 0 1
N 0.477 -1.770 -1.063
C 1.326 -0.735 -0.804
O 1.979 -0.493 0.179
H 0.286 -2.387 -0.282
H -0.399 -1.424 -1.438
H 1.352 -0.012 -1.644
N -0.637 0.855 1.670
C -1.628 0.756 0.639
O -1.186 1.026 -0.694
H 0.256 0.473 1.375
H -0.469 1.815 1.942
H -2.039 -0.252 0.635
H -2.460 1.408 0.883
H -0.573 1.766 -0.622
*
```

Computed properties:
Kohn-Sham gap ... 10.737 eV
SMILES ... NC=O.NCO
Lowest unoccupied orbital energy ... 0.83 eV
Max |F| ... 1.61 eV/Å
Relative energy (zero: lowest compared OMol25 entry of this formula, charge and spin) ... 1.032 eV

=====

7.
Computed, not measured: a single C4H7ClS molecule in a non-equilibrium geometry, with the ωB97M-V functional and the def2-TZVPD basis.

The geometry in ORCA input format:
```
! wB97M-V def2-TZVPD RIJCOSX def2/J DEFGRID3
* xyz 0 1
C -2.520 -0.895 0.080
S -1.316 0.432 -0.095
C 0.217 -0.500 -0.182
C 1.394 0.112 -0.141
C 1.857 1.549 0.031
Cl 2.808 -0.950 -0.011
H -3.440 -0.559 0.466
H -2.866 -1.321 -0.845
H -2.282 -1.771 0.716
H 0.119 -1.578 -0.313
H 1.062 2.280 -0.186
H 2.846 1.571 -0.553
H 2.121 1.630 1.033
*
```

Computed properties:
Kohn-Sham gap ... 9.104 eV
SMILES ... CS/C=C(\C)Cl
Lowest unoccupied orbital energy ... 0.88 eV
Max |F| ... 2.62 eV/Å
Relative energy (zero: lowest compared OMol25 entry of this formula, charge and spin) ... 0.517 eV

=====

Number 1: total energy -7359.40493 eV. Number 2: total energy -34033.26231 eV. Number 3: total energy -34657.84775 eV. Number 4: total energy -26058.57365 eV. Number 5: total energy -10404.63642 eV. Number 6: total energy -9278.87835 eV. Number 7: total energy -27618.19254 eV.